[1]
Entry from the OMol25 dataset: an isolated ion of composition C2H3NO3P and charge -1 (ωB97M-V/def2-TZVPD).

Calculated values
- energy relative to the best compared isomer or geometry (same formula, charge and spin) (kJ/mol) = 221.3
- charge = -1
- maximum force (eV/Å) = 2.193
- E (a.u.) = -699.901369
- orbital gap (eV) = 8.828

Structure (XYZ):
```
10
Properties=species:S:1:pos:R:3:forces:R:3:lowdin_charge:R:1
P 0.97746 1.05709 0.79191 -0.83 -0.99 -0.19 0.77
O 0.33462 -1.36007 -1.94920 0.25 0.19 -0.11 0.02
O -2.25105 -0.61222 -0.88978 -0.62 -1.08 -0.96 0.01
O 1.80535 -0.11239 -0.71776 0.78 0.03 -1.42 -0.25
N -0.17639 -0.14326 -0.05277 0.67 1.29 1.64 -0.17
C -1.49765 -0.11583 -0.09424 -1.38 1.19 0.22 -0.44
C 0.66540 -0.60293 -1.05158 1.03 -1.08 -0.52 -0.79
H 0.08722 1.08648 1.99234 0.50 -0.15 -0.35 -0.14
H 2.02326 0.24959 1.34162 -0.68 0.35 0.76 -0.10
H -1.96822 0.55354 0.62946 0.29 0.25 0.91 0.10
```
Positions in Å, forces in eV/Å.

---

[2]
Entry from the OMol25 dataset: a 11-piece molecular cluster, C31H53F6NO15P overall (ωB97M-V/def2-TZVPD).

Calculated values
- charge = -1
- maximum force (eV/Å) = 5.845
- E (a.u.) = -3337.092078
- orbital gap (eV) = 8.614

Structure (XYZ):
```
107
Properties=species:S:1:pos:R:3:forces:R:3:lowdin_charge:R:1
P -1.07100 2.09776 -0.11763 -0.74 0.21 -0.01 0.20
F -0.98456 0.47381 0.14262 -1.01 0.15 0.32 -0.21
F -2.34030 2.15946 0.84894 -0.90 -0.28 -0.38 -0.17
F 0.21745 1.80866 -0.99095 1.18 1.66 -0.84 -0.17
F -0.14490 2.41740 1.20625 0.09 -0.26 -0.70 -0.20
F -1.97909 1.95011 -1.55067 0.38 -0.47 1.79 -0.24
F -1.24320 3.73416 -0.34932 1.01 -1.06 -0.19 -0.21
O -3.21053 7.93404 4.24563 0.48 0.71 0.26 -0.11
O 7.34100 -3.46734 3.34129 -3.59 1.19 1.49 0.08
O -6.42238 3.22151 -0.88594 0.69 -1.59 1.79 -0.10
O 5.43751 -2.12284 3.27597 1.10 -0.68 0.30 -0.01
O 3.96716 -4.87684 -4.15995 0.16 0.53 0.44 0.13
O -1.49071 1.70929 -9.64898 0.55 -0.61 0.96 0.03
O -5.42049 -6.03674 -4.34114 -0.45 -0.54 0.13 0.05
O -3.65563 -1.01123 7.05129 -3.26 -1.11 1.73 0.06
O 4.32185 -2.98689 -2.88133 -0.21 -1.08 -1.80 0.00
O -0.95483 3.86481 -9.16470 -0.92 -4.24 1.18 0.04
O 4.32502 8.07905 6.36422 -0.10 -1.00 -1.88 0.09
O 3.03042 7.42447 4.65558 -0.38 1.60 0.81 0.03
O -3.17523 1.18526 6.93583 -0.23 -2.22 0.29 0.09
O 3.92497 4.24850 -3.85447 -0.36 -1.09 -0.67 -0.11
O -6.77383 -4.98488 -5.84525 2.38 0.06 2.79 0.08
N -0.57194 -5.84216 1.43341 0.81 0.43 0.26 -0.01
C 4.13559 7.31102 5.43167 0.04 0.79 2.33 -0.45
C -5.88925 -4.95280 -4.97148 -1.51 -0.10 -2.79 -0.45
C 4.89891 6.03551 5.13502 -0.73 -0.23 -0.62 -0.07
C 5.02574 4.69785 -3.14605 0.61 1.59 0.64 -0.20
C 3.75650 -1.43690 -4.57011 -0.59 1.65 -0.47 -0.18
C -3.82923 -4.37650 -3.87004 0.84 -1.65 0.54 -0.17
C 4.22149 -1.58639 -3.13594 0.23 0.28 0.04 -0.18
C 3.82759 -3.69959 -4.01575 -0.57 0.03 1.20 -0.41
C -1.71262 -0.45917 6.08859 1.95 1.34 0.45 -0.12
C 4.18594 -1.92203 3.99302 0.51 -0.35 -0.69 -0.15
C -1.87475 0.92455 -7.50697 0.63 -1.30 1.64 -0.18
C -1.58844 -1.84753 6.59343 -0.16 -1.96 -1.19 -0.14
C -4.20813 7.35482 3.47460 -0.78 -1.90 -0.62 -0.20
C -1.46213 0.46778 -8.88180 -0.56 -0.08 -0.14 -0.15
C -4.42411 -5.63604 -3.40274 -0.11 -1.88 2.12 -0.22
C -6.18599 4.41815 -1.48678 -0.76 1.76 -1.51 -0.22
C 0.27245 -6.96096 1.38875 -1.39 1.15 -0.30 -0.12
C -3.07598 -2.27442 6.82858 1.92 -0.04 -1.00 -0.13
C 6.23223 -3.15456 3.79854 0.82 -0.29 -0.86 -0.38
C -0.55201 -8.03115 1.58970 0.91 -0.47 0.15 -0.14
C 5.39217 -3.78896 4.95161 0.82 0.53 -0.10 -0.08
C -1.85420 -6.18779 1.76339 0.52 -1.33 -0.01 -0.13
C 3.90959 5.32947 4.14350 1.14 0.37 -0.62 -0.12
C 3.99775 -3.19383 4.78635 -0.20 -0.93 0.32 -0.17
C 3.13442 -2.74119 -4.97828 0.70 0.33 -0.15 -0.08
C -1.85020 -7.56867 1.86683 -0.66 0.11 0.02 -0.13
C -5.04792 -3.78166 -4.52876 0.90 1.35 -0.78 -0.07
C -1.18501 2.68562 -8.77004 1.32 5.57 -1.19 -0.44
C 2.82408 6.41119 3.74202 1.47 -2.85 -0.32 -0.17
C -1.12978 2.25034 -7.28487 -1.70 -0.31 -2.27 -0.05
C -2.89846 -0.00143 6.76537 -0.49 4.64 -0.57 -0.54
H 3.35228 -3.80415 4.15471 0.11 -0.43 0.25 0.11
H -1.63698 0.17400 -6.75315 0.18 -0.13 0.02 0.11
H 5.48811 5.54555 -3.65174 -0.24 0.14 -0.16 0.08
H -1.14882 -2.39674 5.76084 0.31 -0.78 0.63 0.11
H 3.49637 3.70578 -3.18862 -0.70 -0.27 -0.47 0.08
H 4.21962 -0.96457 4.51287 0.14 -0.19 0.18 0.12
H 4.49231 -1.15587 -5.32356 0.48 0.10 0.54 0.12
H -3.19680 7.40120 5.04406 0.32 0.17 0.15 0.08
H -2.66666 -8.22315 2.13414 -0.13 0.26 -0.07 0.09
H -0.90561 0.18665 6.43463 0.16 -0.05 -0.12 0.14
H 4.58683 5.05805 -2.21562 0.90 0.20 0.55 0.08
H -4.60485 -3.28936 -5.39445 -1.11 0.60 -0.19 0.13
H -1.03610 -1.92338 7.53005 0.21 0.04 -0.26 0.12
H 2.05494 -2.59146 -4.99834 -0.06 -1.02 0.56 0.13
H -3.47163 -2.75410 5.93333 -0.29 0.32 -0.16 0.12
H 4.42944 5.11588 3.20956 0.09 -0.54 0.19 0.10
H -2.11974 -0.27518 -9.33310 -0.25 0.37 -0.11 0.12
H -1.80577 -0.21534 5.03031 -0.08 -0.72 -0.20 0.15
H 5.77108 -3.44924 5.91551 0.43 0.30 -0.07 0.12
H -5.41862 5.06159 -1.05643 0.25 -0.24 0.30 0.08
H -3.06223 -4.75408 -4.54624 0.02 0.91 -0.73 0.12
H -5.66288 -3.13570 -3.90214 0.25 0.26 -0.10 0.14
H 3.51224 -3.09541 5.75728 -0.08 0.26 -0.14 0.11
H -2.64832 -5.48046 1.95171 0.24 0.06 -0.21 0.10
H 3.44799 -3.03605 -5.97969 -0.16 -0.06 0.03 0.12
H -3.73097 -6.45446 -3.20823 0.09 -0.15 -0.69 0.13
H -3.23075 -2.99515 7.63150 -0.04 0.56 0.36 0.12
H -0.08376 2.27615 -6.97947 -0.23 -0.37 0.28 0.13
H -0.19451 -9.04896 1.53822 -0.23 -0.04 0.21 0.09
H 3.37994 -1.91973 3.25923 0.26 0.59 -0.17 0.12
H 1.33759 -6.89414 1.22321 -0.23 0.14 -0.17 0.10
H 3.52635 4.40551 4.57654 -0.25 0.22 -0.17 0.11
H -4.31517 7.71709 2.45216 0.15 0.86 0.38 0.08
H -0.30173 -4.88514 1.25679 0.16 -0.27 0.10 0.14
H -7.11982 4.97507 -1.40981 -0.01 0.28 -0.53 0.08
H 3.03854 -0.61803 -4.52447 -0.12 0.01 -0.50 0.11
H -5.16115 7.30921 4.00166 -0.34 0.51 -0.16 0.07
H -3.97884 6.30446 3.29495 0.17 -0.37 -0.01 0.08
H 2.96348 6.72285 2.70687 0.25 0.42 0.13 0.12
H -0.47810 -0.00103 -8.87794 0.33 0.44 -0.13 0.12
H 5.51949 -4.86916 5.02277 -0.31 0.03 -0.51 0.12
H -3.28196 -4.01198 -3.00071 -0.40 1.09 -0.26 0.13
H 5.15042 5.51248 6.05766 -0.90 -0.11 0.23 0.12
H 5.85711 4.01079 -2.98831 -0.25 -0.58 0.12 0.07
H 1.86551 5.89233 3.73721 -0.40 0.73 0.71 0.13
H -5.91534 4.17960 -2.51534 -0.03 0.80 -0.45 0.08
H 3.53086 -1.13994 -2.42055 -0.26 -0.20 -0.07 0.12
H -2.95567 1.02963 -7.41375 0.03 0.42 -0.30 0.12
H 5.92785 6.17654 4.80414 -0.26 0.58 -0.81 0.12
H -4.82866 -5.49405 -2.40059 -0.89 0.07 -0.02 0.13
H 5.15403 -1.03895 -2.99892 0.36 -0.56 0.20 0.12
H -1.78509 2.91276 -6.71930 0.62 0.26 0.09 0.13
H -5.52883 2.97773 -0.63349 -0.06 -1.03 0.42 0.08
```
Positions in Å, forces in eV/Å.

---

[3]
Entry from the OMol25 dataset: one molecule with the formula C5H10N2O (ωB97M-V/def2-TZVPD).

Calculated values
- energy relative to the best compared isomer or geometry (same formula, charge and spin) (kJ/mol) = 416.8
- maximum force (eV/Å) = 6.161
- SMILES string = [H]/N=C\N/C(C)=C\OC
- E (a.u.) = -381.126703
- orbital gap (eV) = 9.118

Structure (XYZ):
```
18
Properties=species:S:1:pos:R:3:forces:R:3:lowdin_charge:R:1
O 1.26454 0.13111 0.12925 4.91 0.35 -0.20 -0.18
N -0.84297 0.77807 0.78294 -1.86 -1.88 -2.33 0.02
N -0.21409 2.48371 -0.75825 0.53 -1.70 -1.11 0.07
C 0.42862 -0.85238 -0.16032 -0.13 -3.21 -0.79 -0.18
C -0.95632 2.03956 0.16422 1.85 -0.22 1.14 -0.34
C -0.87325 -0.55010 0.00023 2.10 1.58 0.49 -0.26
C 2.75080 -0.20037 0.07969 -1.06 3.78 4.75 0.00
C -2.05683 -1.42128 -0.30143 -1.31 -0.03 2.02 -0.07
H 3.08307 -0.57382 -0.77910 0.49 -2.96 -3.46 0.02
H -2.54820 -1.69770 0.71191 0.76 0.08 -1.42 0.10
H -2.94481 -0.97185 -0.84019 1.44 -0.27 0.06 0.09
H 3.43758 0.74297 0.00455 -2.06 -0.77 0.74 0.12
H -1.51552 2.63140 0.91701 0.02 0.63 -1.17 0.12
H -1.67950 -2.35273 -0.76818 -0.48 0.58 0.12 0.08
H 0.37694 1.62754 -1.12911 -1.49 2.17 0.79 0.08
H 0.92602 -1.90388 -0.40960 -1.43 2.33 0.11 0.17
H -1.67192 0.75403 1.27992 -1.92 -0.47 1.88 0.06
H 3.03583 -0.66427 1.07646 -0.37 0.03 -1.64 0.11
```
Positions in Å, forces in eV/Å.

---

[4]
Entry from the OMol25 dataset: C8H24O8PRb as an isolated structure (ωB97M-V/def2-TZVPD).

Calculated values
- energy relative to the best compared isomer or geometry (same formula, charge and spin) (kJ/mol) = 320.3
- charge = -2
- maximum force (eV/Å) = 3.091
- E (a.u.) = -1286.555971
- orbital gap (eV) = 1.615

Structure (XYZ):
```
42
Properties=species:S:1:pos:R:3:forces:R:3:lowdin_charge:R:1
Rb 0.00836 0.83739 -0.57351 -1.35 0.68 -0.79 0.86
P -2.13657 2.67523 -2.75905 -2.59 0.08 -1.68 -0.11
O -2.48292 1.13935 0.75829 -0.05 0.44 1.19 -0.23
O -3.66220 2.97207 -3.04322 1.41 -0.37 0.19 -0.54
O 1.68337 2.66869 1.17714 0.79 -0.48 0.23 -0.12
O -1.22403 3.66608 -3.49225 0.58 0.07 0.01 -0.50
O -1.85355 -1.29859 -4.01571 0.11 -0.52 0.35 -0.13
O -1.91606 2.80457 -1.22399 0.85 -0.72 1.85 -0.59
O -1.79558 1.19177 -3.25416 0.60 -0.15 1.00 -0.51
O 1.85943 -1.60328 -0.74502 -0.08 -0.38 0.15 -0.15
C -0.75178 -1.85047 -3.34666 -0.48 0.21 -0.76 -0.37
C -3.30139 1.33364 1.89848 0.68 -1.31 -0.46 -0.32
C -0.77992 -3.39270 -3.36183 0.90 -0.45 -0.59 -0.10
C 2.75140 2.08932 1.93069 0.28 -0.10 -0.39 -0.33
C 2.79802 -1.80205 0.33177 -0.55 -0.18 -1.40 -0.29
C 2.35985 -3.06152 1.05523 0.45 0.13 0.32 -0.08
C -2.80656 0.51412 3.09609 0.48 0.37 0.41 -0.11
C 2.41440 1.81577 3.38869 0.78 -0.61 -0.29 -0.07
H 0.16778 -1.56719 -3.88198 0.17 0.22 0.23 0.10
H 3.77748 -2.03472 -0.10037 0.17 0.42 0.14 0.11
H -3.03886 -0.54713 3.00450 -0.19 0.03 0.00 0.06
H 2.08049 -0.82754 -1.26977 0.32 -0.16 -0.05 0.04
H -3.32955 2.39217 2.16166 -0.39 0.00 -0.03 0.11
H -3.23467 0.93143 4.01453 -0.32 -0.31 -0.01 0.06
H 3.38799 1.86384 3.88763 -0.27 0.39 0.43 0.07
H 2.80627 -0.84994 0.86333 0.33 -0.41 0.74 0.09
H -0.58461 -3.88207 -2.40466 -0.43 0.20 0.22 0.05
H -1.63784 -3.83725 -3.86735 -0.39 0.37 0.38 0.06
H -1.94392 -0.31031 -3.74828 0.13 0.44 0.12 0.02
H 3.09115 -3.32489 1.82510 -0.14 0.24 0.21 0.07
H -1.72613 0.56949 3.27972 0.01 0.21 -0.43 0.06
H 1.36538 -2.98604 1.48722 -0.03 0.01 0.00 0.08
H 2.11698 0.78153 3.57431 -0.49 0.11 -0.26 0.07
H 2.40695 -3.90397 0.36451 -0.30 0.15 -0.20 0.08
H 2.10134 2.78564 0.31243 -0.61 0.47 -0.12 0.08
H 1.68085 2.49735 3.80564 0.11 0.17 0.02 0.08
H 3.09688 1.16931 1.43545 -0.23 -0.15 0.19 0.08
H 0.05781 -3.75204 -3.97900 0.01 0.10 0.00 0.05
H 3.64653 2.72229 1.86187 -0.24 0.34 0.20 0.11
H -0.67608 -1.46450 -2.32619 -0.05 -0.07 0.16 0.06
H -2.50498 1.99298 0.23145 0.39 -0.26 -1.48 0.03
H -4.27150 0.88218 1.64726 -0.36 0.79 0.20 0.11
```
Positions in Å, forces in eV/Å.